{
  "formula": "C47H56N12OS2V",
  "method": "ωB97M-V/def2-TZVPD",
  "symbols": ["V", "C", "C", "N", "N", "C", "N", "S", "C", "C", "C", "C", "C", "N", "H", "H", "H", "H", "H", "H", "H", "H", "H", "C", "C", "C", "C", "C", "C", "C", "N", "C", "C", "C", "C", "C", "C", "C", "N", "C", "C", "C", "C", "H", "H", "H", "H", "H", "H", "H", "H", "H", "H", "H", "H", "H", "H", "H", "H", "H", "H", "H", "H", "H", "H", "H", "H", "C", "C", "C", "N", "H", "H", "H", "H", "H", "C", "C", "C", "C", "N", "C", "S", "N", "H", "H", "H", "H", "H", "C", "C", "C", "C", "C", "N", "C", "O", "N", "C", "C", "C", "C", "N", "C", "C", "C", "H", "H", "H", "H", "H", "H", "H", "H", "H", "H", "H", "H", "H"],
  "positions_angstrom": [[0.59144, 0.85361, -0.35900], [-1.14380, 3.78956, -3.09761], [-0.27662, 2.96798, -2.19808], [-0.24989, 1.67424, -2.19849], [-1.15749, 1.06602, -3.02297], [-0.79794, -0.08541, -3.55656], [-1.86709, -0.75989, -4.12224], [0.73598, -0.81378, -3.63960], [0.63148, 3.65339, -1.25823], [0.88050, 5.01478, -1.33250], [1.84606, 5.57284, -0.50835], [2.53699, 4.75843, 0.36631], [2.18911, 3.42030, 0.42721], [1.26353, 2.87728, -0.35828], [-1.91766, 3.16514, -3.53030], [-0.55466, 4.21710, -3.91328], [-1.59729, 4.60972, -2.53987], [-2.65820, -0.18167, -4.36094], [-1.60485, -1.44930, -4.80604], [0.33962, 5.62858, -2.03697], [2.05441, 6.63360, -0.55543], [3.29326, 5.14778, 1.03188], [2.67724, 2.75406, 1.12451], [7.01275, -1.06271, -2.90701], [5.66360, -1.60618, -3.39639], [5.68889, -3.13175, -3.30892], [5.44151, -1.20256, -4.86149], [4.54606, -1.00142, -2.55744], [4.37353, 0.37927, -2.50526], [3.31569, 0.91194, -1.80319], [2.42900, 0.16510, -1.14427], [2.58800, -1.16359, -1.16685], [3.62966, -1.76842, -1.85344], [1.53430, -1.96057, -0.48809], [1.74322, -3.28227, -0.11677], [0.73741, -4.00741, 0.50546], [-0.46454, -3.33935, 0.72558], [-0.59974, -2.02188, 0.34277], [0.37702, -1.32967, -0.24689], [0.90335, -5.45665, 0.94349], [2.28680, -6.00898, 0.60255], [-0.15527, -6.31177, 0.23263], [0.69911, -5.54276, 2.46265], [7.82159, -1.48847, -3.50361], [7.18386, -1.32551, -1.86130], [7.06677, 0.02256, -2.99691], [6.50934, -3.51359, -3.91796], [4.76436, -3.57264, -3.68659], [5.84831, -3.47552, -2.28438], [6.21930, -1.64238, -5.48886], [5.47727, -0.12028, -4.98940], [4.47012, -1.54974, -5.21723], [5.03551, 1.04856, -3.03690], [3.14277, 1.97946, -1.78651], [3.68200, -2.84496, -1.88764], [2.70586, -3.73251, -0.30129], [-1.30058, -3.82763, 1.20710], [-1.52775, -1.49211, 0.51882], [2.47516, -5.98901, -0.47282], [2.35144, -7.04713, 0.93085], [3.08025, -5.45311, 1.10623], [-0.06091, -6.22794, -0.85137], [-1.16633, -6.00987, 0.50892], [-0.03199, -7.36073, 0.50827], [1.44829, -4.94934, 2.99003], [0.78936, -6.57957, 2.79207], [-0.28704, -5.18089, 2.75660], [2.92389, 2.00737, 4.43389], [1.65467, 1.18012, 4.22048], [1.44498, 0.86738, 2.80998], [1.28482, 0.62827, 1.69935], [3.06659, 2.17293, 5.50035], [2.79974, 2.97765, 3.95433], [3.80476, 1.50037, 4.03857], [0.78557, 1.76409, 4.53522], [1.67678, 0.23848, 4.77148], [-2.84463, 7.11630, 0.48403], [-1.88200, 6.91937, 1.62170], [-1.54073, 7.95670, 2.47989], [-0.62448, 7.64313, 3.47021], [-0.08980, 6.44318, 3.62233], [-0.48021, 5.48262, 2.75123], [0.20129, 3.90321, 2.88803], [-1.36432, 5.70503, 1.75016], [-3.36509, 8.07079, 0.55551], [-3.57169, 6.30494, 0.47041], [-2.30510, 7.08573, -0.46503], [-1.96309, 8.94715, 2.38256], [-0.30272, 8.40083, 4.18060], [-3.80307, -5.11495, 2.64958], [-4.51273, -3.95128, 2.01113], [-5.49226, -3.23894, 2.69365], [-6.13081, -2.15603, 2.10997], [-5.81066, -1.76237, 0.81600], [-6.52530, -0.67732, 0.25178], [-6.16228, 0.08531, -0.84184], [-6.98058, 0.48291, -1.64450], [-4.81728, 0.37497, -0.97165], [-3.87448, 0.66318, 0.03802], [-4.17633, 0.93278, 1.36699], [-3.14025, 1.29498, 2.20828], [-1.84724, 1.37992, 1.72405], [-1.54682, 1.09135, 0.45328], [-2.54672, 0.73815, -0.36010], [-4.83918, -2.47061, 0.11608], [-4.20659, -3.54753, 0.71534], [-4.36530, -5.50217, 3.49861], [-2.81570, -4.82289, 3.01753], [-3.66351, -5.93023, 1.93819], [-5.76254, -3.53185, 3.70140], [-6.88538, -1.60751, 2.66170], [-7.52709, -0.70751, 0.36340], [-4.60644, 0.77106, -1.87570], [-5.19288, 0.89838, 1.72870], [-3.33554, 1.55623, 3.23911], [-1.04979, 1.76376, 2.34031], [-2.28960, 0.53349, -1.39439], [-4.59026, -2.19879, -0.90029], [-3.47402, -4.10256, 0.13965]],
  "forces_ev_per_angstrom": [[-0.4620, -0.1140, 0.3698], [0.0086, -0.0077, -0.0122], [-0.0250, -0.0735, 0.0325], [-0.0665, 0.3597, -0.1096], [0.0755, -0.0635, -0.1301], [-0.0690, -0.1648, 0.0107], [0.0722, 0.0321, -0.0116], [-0.0819, 0.0115, -0.1297], [0.0228, 0.0054, -0.0011], [-0.0050, 0.0214, -0.0277], [0.0122, 0.0002, -0.0022], [-0.0259, 0.0262, 0.0274], [-0.0492, 0.0239, -0.0142], [0.0130, 0.0572, -0.1174], [-0.0061, -0.0041, -0.0061], [-0.0041, 0.0093, 0.0028], [-0.0015, -0.0011, -0.0024], [-0.0155, 0.0059, -0.0096], [-0.0041, 0.0039, -0.0100], [0.0025, -0.0031, -0.0033], [-0.0015, -0.0006, 0.0009], [-0.0178, 0.0045, 0.0119], [-0.0334, -0.0004, 0.0267], [-0.0010, -0.0034, -0.0074], [0.0011, -0.0060, 0.0117], [-0.0025, -0.0032, 0.0032], [-0.0017, 0.0005, -0.0036], [-0.0039, 0.0002, -0.0070], [0.0079, 0.0047, -0.0290], [-0.0357, -0.0008, 0.0203], [0.3487, -0.1444, 0.0571], [-0.0259, 0.0312, -0.0120], [0.0227, -0.0249, -0.0031], [-0.0487, -0.0047, 0.0035], [0.0070, -0.0180, -0.0034], [-0.0038, 0.0158, 0.0041], [-0.0034, -0.0256, -0.0139], [-0.0177, 0.0457, -0.0237], [0.1097, 0.0156, 0.0135], [-0.0032, 0.0022, 0.0019], [0.0031, 0.0079, -0.0063], [-0.0024, -0.0029, -0.0008], [-0.0011, -0.0095, -0.0069], [0.0006, 0.0029, -0.0007], [0.0009, -0.0016, -0.0033], [0.0018, -0.0017, 0.0034], [-0.0008, 0.0002, 0.0018], [0.0039, 0.0026, 0.0013], [-0.0015, 0.0010, -0.0040], [0.0012, 0.0014, 0.0020], [-0.0005, -0.0019, 0.0013], [0.0001, 0.0004, 0.0030], [0.0028, 0.0033, 0.0037], [0.0141, 0.0037, 0.0109], [-0.0025, 0.0033, 0.0076], [0.0012, 0.0017, -0.0040], [-0.0123, 0.0010, -0.0037], [0.0152, 0.0001, 0.0180], [-0.0003, -0.0019, 0.0066], [0.0008, -0.0005, 0.0010], [-0.0032, 0.0019, -0.0056], [0.0023, -0.0026, 0.0020], [-0.0133, 0.0098, -0.0007], [-0.0037, 0.0008, 0.0076], [-0.0021, 0.0012, 0.0002], [0.0002, 0.0005, 0.0014], [0.0056, -0.0116, -0.0010], [0.0196, 0.0110, -0.0089], [0.0008, 0.0380, -0.0447], [0.0402, -0.0984, 0.0019], [-0.0603, 0.1492, 0.0310], [-0.0012, -0.0053, -0.0010], [0.0106, 0.0025, -0.0064], [-0.0127, 0.0049, 0.0061], [-0.0190, -0.0148, 0.0065], [-0.0052, -0.0005, -0.0032], [0.0046, -0.0031, 0.0063], [-0.0080, -0.0050, -0.0094], [-0.0109, 0.0149, -0.0033], [0.0189, -0.0219, 0.0140], [-0.0297, -0.0117, -0.0092], [0.0439, 0.0141, -0.1361], [0.1016, -0.0636, 0.2444], [0.0134, -0.0135, -0.0001], [0.0004, 0.0001, -0.0034], [-0.0017, 0.0015, 0.0021], [0.0019, -0.0012, -0.0030], [0.0015, -0.0020, 0.0008], [0.0015, 0.0000, 0.0006], [-0.0014, 0.0004, -0.0123], [-0.0212, 0.0102, 0.0191], [0.0002, -0.0115, -0.0064], [0.0354, 0.0271, 0.0204], [0.0518, 0.0276, 0.0647], [-0.0372, 0.0242, 0.0111], [0.0620, -0.0148, 0.0687], [-0.0081, -0.0061, -0.0255], [-0.0091, 0.0371, 0.0025], [0.0148, -0.0359, -0.0076], [-0.0087, 0.0303, -0.0223], [-0.0318, 0.0128, 0.0240], [0.0164, 0.0464, -0.0702], [0.1364, -0.0583, -0.0714], [-0.0202, -0.0704, -0.0203], [-0.0308, -0.0035, -0.0094], [0.0369, -0.0061, -0.0311], [0.0050, 0.0000, 0.0006], [0.0014, 0.0038, 0.0027], [0.0114, 0.0023, -0.0023], [0.0015, -0.0006, -0.0019], [0.0069, 0.0008, -0.0063], [-0.0048, -0.0229, -0.0516], [-0.0200, 0.0309, 0.0151], [-0.0517, -0.0235, -0.0029], [0.0128, 0.0008, -0.0019], [0.0358, -0.0121, 0.0396], [-0.0159, -0.0266, 0.0604], [0.0029, 0.0201, -0.0136], [0.0209, -0.0007, 0.0003]],
  "mulliken_spin": [2.886, -0.004, 0.027, 0.008, 0.014, 0.021, 0.001, -0.001, 0.067, 0.009, 0.015, -0.003, 0.044, -0.197, 0.000, 0.003, 0.002, 0.000, 0.000, 0.000, 0.000, 0.000, 0.007, 0.003, 0.001, 0.001, 0.002, 0.002, 0.009, 0.036, -0.022, 0.017, -0.020, 0.027, -0.014, -0.003, 0.002, 0.038, -0.044, 0.003, 0.001, 0.002, 0.002, 0.000, 0.000, 0.000, 0.000, 0.000, 0.000, 0.000, 0.000, 0.000, 0.000, -0.003, -0.002, -0.003, -0.003, -0.013, 0.000, 0.000, 0.000, 0.000, 0.000, 0.000, 0.000, 0.000, 0.000, 0.003, 0.004, 0.092, -0.048, 0.000, 0.000, 0.000, 0.001, 0.002, 0.000, 0.001, 0.000, 0.000, 0.000, 0.004, 0.008, 0.000, 0.000, 0.000, 0.000, 0.000, 0.000, 0.000, 0.000, 0.000, 0.000, -0.002, 0.000, 0.000, 0.000, -0.001, -0.025, 0.008, 0.002, 0.058, -0.048, 0.082, 0.001, 0.000, 0.000, 0.000, 0.000, 0.000, 0.000, 0.000, 0.000, 0.000, 0.000, -0.011, -0.049, 0.000, 0.000],
  "s_squared": 3.761,
  "relative_energy_kcal_mol": 13.7,
  "total_energy_ev": -116939.658,
  "multiplicity": 4,
  "e_homo_ev": [-6.266, -6.269],
  "gap_ev": [6.03, 5.93]
}